2 unconnected molecules or ions with the total composition C2H5NO2S. Source: OMol25; level of theory: the ωB97M-V functional and the def2-TZVPD basis.

Geometry (Å):
H  -2.0776  -1.3321  0.8587
C  -0.9668  -1.3506  0.5797
H  3.5753  2.6779  1.6342
H  -0.3392  -1.8293  1.2320
O  -2.5822  -0.6349  -1.7043
C  -0.5849  -0.7892  -0.5660
N  -1.4405  -0.1918  -1.5493
S  2.7225  1.6092  1.8699
H  2.0854  1.7143  0.6446
H  0.5106  -0.5852  -0.8432
O  -0.9024  0.7117  -2.1561

Atoms 1-2, force components in eV/Å:
H 1.71 -0.22 -0.59
C -3.83 1.43 -2.01

Values from the calculation:
Orbital gap ... 0.34216 hartree
Structure (SMILES) ... C=C[N+](=O)[O-].S
Energy above the lowest of the compared OMol25 structures with the same formula, charge and spin ... 101.36 kcal per mole

Atom charges from the natural (NBO) analysis, given in e for atoms 1 to 2:
1 H 0.227
2 C -0.312



C2H5NO2S in the gas phase. Source: OMol25; level of theory: the ωB97M-V functional and the def2-TZVPD basis.

Geometry (Å):
H  -0.8074  1.3307  0.9215
H  -2.6240  -0.6425  -0.3979
C  0.9218  0.3048  0.3576
O  2.7328  -1.0384  0.0742
H  0.7153  -1.6063  0.3267
N  1.3398  -0.9372  -0.0878
C  -0.5661  0.6032  0.2808
S  -1.6153  -0.8869  0.4825
H  -0.5141  1.0610  -0.7705
O  1.7648  1.1202  0.6151
H  2.8734  -0.2362  0.5286

Atoms 1-2, force components in eV/Å:
H -0.93 2.65 2.55
H 0.58 0.04 0.20

Values from the calculation:
Orbital gap (spin up / spin down) ... 0.20245 / 0.22868 hartree
Multiplicity ... 3
Energy above the lowest of the compared OMol25 structures with the same formula, charge and spin ... 73.70 kcal per mole

Atom charges from the natural (NBO) analysis, given in e for atoms 1 to 2:
1 H 0.218
2 H 0.147



C2H5NO3 in the gas phase. Source: OMol25; level of theory: the ωB97M-V functional and the def2-TZVPD basis.

Geometry (Å):
O  -0.3959  1.5708  0.0857
H  -1.9747  0.2820  -0.9789
O  2.5723  -0.5742  -0.0742
C  0.2670  0.5725  0.0711
H  -2.4564  -1.5602  0.0126
H  -2.0298  0.0243  0.8824
N  1.7471  0.6501  -0.0450
H  1.9968  1.3743  -0.7059
H  2.3016  -1.1557  0.9260
C  -1.7231  -0.4953  -0.0859
O  -0.3050  -0.6887  -0.0880

Atoms 1-2, force components in eV/Å:
O 0.76 0.16 0.52
H 0.12 -2.39 2.03

Values from the calculation:
Orbital gap ... 0.37011 hartree
Structure (SMILES) ... COC(=O)NO
Energy above the lowest of the compared OMol25 structures with the same formula, charge and spin ... 104.65 kcal per mole

Atom charges from the natural (NBO) analysis, given in e for atoms 1 to 2:
1 O -0.594
2 H 0.216



2 unconnected molecules or ions with the total composition C2H5NO3. Source: OMol25; level of theory: the ωB97M-V functional and the def2-TZVPD basis.

Geometry (Å):
C  -1.5576  -0.5384  -0.6176
H  1.7808  -0.3833  1.0182
H  1.4814  -0.6733  -1.3310
H  -0.8588  1.8097  0.3661
H  0.2160  -1.2062  1.1683
C  0.9065  -0.7099  0.4439
O  -0.2218  1.2816  0.8137
O  -2.6025  0.0112  -0.4510
H  -1.4014  -1.5867  -0.7024
O  1.3306  -1.4091  -0.7070
N  0.2554  0.4631  -0.1807

Atoms 1-2, force components in eV/Å:
C -0.07 3.19 1.54
H -0.10 0.19 0.10

Values from the calculation:
Orbital gap (spin up / spin down) ... 0.32520 / 0.32501 hartree
Energy above the lowest of the compared OMol25 structures with the same formula, charge and spin ... 121.57 kcal per mole

Atom charges from the natural (NBO) analysis, given in e for atoms 1 to 2:
1 C 0.517
2 H 0.166



2 unconnected molecules or ions with the total composition C2H5NO3. Source: OMol25; level of theory: the ωB97M-V functional and the def2-TZVPD basis.

Geometry (Å):
N  -0.0844  0.0004  1.7390
H  0.8760  1.8046  -2.5582
O  0.4589  1.4638  -1.7344
C  -0.0439  -1.1994  -0.3803
O  1.1111  -0.1889  1.9442
C  -0.6001  -0.8946  0.7571
H  -0.4635  -1.9491  -1.0958
O  -0.9183  0.5378  2.4333
H  -1.5790  -1.2729  0.9557
H  0.9110  -0.6552  -0.7204
H  0.3322  2.3535  -1.3402

Atoms 1-2, force components in eV/Å:
N 0.54 -2.64 0.52
H -0.24 -0.98 0.37

Values from the calculation:
Orbital gap ... 0.38168 hartree
Structure (SMILES) ... C=C[N+](=O)[O-].O
Energy above the lowest of the compared OMol25 structures with the same formula, charge and spin ... 110.96 kcal per mole

Atom charges from the natural (NBO) analysis, given in e for atoms 1 to 2:
1 N 0.500
2 H 0.468



C2H5NO3S in the gas phase. Source: OMol25; level of theory: the ωB97M-V functional and the def2-TZVPD basis.

Geometry (Å):
H  -0.6574  -2.7750  -0.3356
O  -2.2037  1.2541  0.4017
H  0.1266  2.0806  0.0930
H  1.8437  -0.4638  -0.1824
H  0.4341  1.2802  -1.4851
O  0.2948  -0.7382  1.0678
S  -1.4496  0.3491  -0.4650
H  1.6899  0.5709  1.2275
C  1.1327  0.1768  0.4101
N  -0.8657  -0.9896  0.5000
C  0.3291  1.1935  -0.4009
O  -0.6745  -1.9387  -0.8311

Atoms 1-2, force components in eV/Å:
H -0.04 0.16 -0.36
O -0.54 -0.15 0.16

Values from the calculation:
Orbital gap ... 0.37727 hartree
Energy above the lowest of the compared OMol25 structures with the same formula, charge and spin ... 130.24 kcal per mole

Atom charges from the natural (NBO) analysis, given in e for atoms 1 to 2:
1 H 0.475
2 O -0.933



C2H5NO4S in the gas phase. Source: OMol25; level of theory: the ωB97M-V functional and the def2-TZVPD basis.

Geometry (Å):
O  0.8067  1.6187  -1.5452
O  -0.3296  -1.8071  0.9789
H  -1.1881  -2.1772  1.0412
S  -0.2257  -1.0908  -0.4431
O  -1.3702  -1.3650  -1.2748
O  1.0825  -1.3264  -0.9798
C  -0.2564  1.4052  -0.9970
N  1.0502  0.7332  0.9676
H  1.2069  -0.0195  1.6769
C  -0.2437  0.7044  0.3817
H  -1.0886  0.9389  1.0447
H  1.7934  0.4368  0.3460
H  -1.2374  1.9489  -1.1972

Atoms 1-2, force components in eV/Å:
O -1.79 -0.49 -0.10
O 1.33 -0.42 -0.21

Values from the calculation:
Orbital gap ... 0.36286 hartree
Structure (SMILES) ... N[C@@H](C=O)S(=O)(=O)O
Energy above the lowest of the compared OMol25 structures with the same formula, charge and spin ... 30.49 kcal per mole

Atom charges from the natural (NBO) analysis, given in e for atoms 1 to 2:
1 O -0.477
2 O -0.889



C2H5NOS in the gas phase. Source: OMol25; level of theory: the ωB97M-V functional and the def2-TZVPD basis.

Geometry (Å):
H  0.2369  -0.5650  1.0322
S  -0.9199  1.2108  -3.1488
H  -0.3395  1.1532  0.7519
C  -0.4463  -0.1060  -0.8777
O  -0.8656  2.0720  -1.7229
H  0.1425  -0.9540  -1.2511
N  0.0643  0.9292  -1.7447
C  0.1923  0.3221  0.4678
H  -1.5504  -0.2240  -0.6582
H  1.2415  0.6522  0.4032

Atoms 1-2, force components in eV/Å:
H -0.54 -0.62 1.66
S 0.04 -0.14 -0.33

Values from the calculation:
Orbital gap ... 0.32688 hartree
Structure (SMILES) ... CCn1os1
Energy above the lowest of the compared OMol25 structures with the same formula, charge and spin ... 107.87 kcal per mole

Atom charges from the natural (NBO) analysis, given in e for atoms 1 to 2:
1 H 0.213
2 S 0.520



2 unconnected molecules or ions with the total composition C2H5NOS. Source: OMol25; level of theory: the ωB97M-V functional and the def2-TZVPD basis.

Geometry (Å):
H  -1.9694  0.3332  -1.4543
S  -1.6891  -0.7126  -0.7432
H  0.3469  -0.7605  1.3380
H  1.5653  0.2094  0.3440
C  0.0448  2.4603  1.3775
H  1.4855  -1.5010  0.0812
H  0.2150  -1.5299  -1.3166
N  -0.0408  -0.7189  -0.8339
O  -0.8201  2.9465  0.8603
C  0.8619  -0.7265  0.3470

Atoms 1-2, force components in eV/Å:
H -0.15 1.26 -0.73
S -1.14 -0.98 1.32

Values from the calculation:
Orbital gap ... 0.37253 hartree
Energy above the lowest of the compared OMol25 structures with the same formula, charge and spin ... 49.64 kcal per mole

Atom charges from the natural (NBO) analysis, given in e for atoms 1 to 2:
1 H 0.082
2 S 0.173



2 unconnected molecules or ions with the total composition C2H5NOS. Source: OMol25; level of theory: the ωB97M-V functional and the def2-TZVPD basis.

Geometry (Å):
N  -2.5420  0.5028  -0.9389
C  1.9037  0.5132  0.0017
H  2.7565  0.5800  0.5988
H  -0.1754  -0.2024  0.0603
C  0.8292  -0.1286  0.4980
S  -2.7705  -0.4241  0.2725
H  0.9883  -0.3605  1.6014
H  1.8493  1.0158  -1.0022
O  -4.1112  -0.9844  0.4618
H  -3.3236  0.6078  -1.6501

Atoms 1-2, force components in eV/Å:
N -0.77 -1.14 0.44
C -2.92 -0.14 -1.93

Values from the calculation:
Orbital gap ... 0.34096 hartree
Energy above the lowest of the compared OMol25 structures with the same formula, charge and spin ... 64.48 kcal per mole

Atom charges from the natural (NBO) analysis, given in e for atoms 1 to 2:
1 N -0.965
2 C -0.379